Density functional theory data (the ωB97M-V functional and the def2-TZVPD basis) for a molecular structure, C12H30F6N11O24S2.

As for the net charge: -1. The calculation puts the HOMO-LUMO gap at 9.9 eV.

Geometry (Å):
C -11.594 -3.096 17.465
F -12.758 -3.527 17.640
F -11.049 -3.436 16.290
F -11.573 -1.802 17.633
S -10.438 -3.831 18.613
O -10.664 -5.290 18.489
O -9.181 -3.208 18.262
N -10.801 -3.191 20.134
S -11.808 -4.108 20.910
O -13.078 -4.332 20.210
O -11.073 -5.175 21.674
C -12.326 -2.922 22.343
F -12.809 -1.762 21.887
F -13.333 -3.454 23.079
F -11.357 -2.641 23.136
C -13.466 -6.695 17.789
N -14.968 -6.716 17.562
O -15.435 -5.628 17.627
O -15.514 -7.782 17.390
H -13.033 -6.177 16.920
H -13.105 -7.695 17.807
H -13.176 -6.175 18.668
C -10.882 -8.136 21.879
N -10.659 -9.371 21.033
O -10.223 -10.368 21.585
O -10.891 -9.248 19.845
H -11.807 -8.348 22.405
H -10.872 -7.298 21.210
H -10.055 -7.977 22.574
C -15.210 -3.155 14.656
N -15.170 -1.899 15.461
O -14.067 -1.613 15.911
O -16.224 -1.340 15.679
H -14.287 -3.205 14.070
H -16.067 -3.192 14.026
H -15.220 -4.040 15.278
C -10.458 -5.598 25.125
N -10.497 -5.549 26.615
O -9.874 -4.598 27.102
O -11.193 -6.317 27.238
H -11.427 -5.845 24.720
H -9.658 -6.317 24.911
H -10.188 -4.623 24.699
C -10.363 -4.912 14.020
N -11.815 -5.271 14.066
O -12.571 -4.519 13.469
O -12.183 -6.179 14.795
H -9.864 -5.529 13.274
H -9.853 -5.069 14.970
H -10.250 -3.871 13.770
C -14.962 -1.029 19.084
N -15.005 0.276 19.913
O -15.814 0.365 20.782
O -14.172 1.148 19.635
H -14.897 -1.892 19.764
H -14.021 -1.035 18.481
H -15.896 -1.049 18.487
C -7.890 -4.820 22.072
N -8.013 -6.308 22.185
O -8.139 -6.887 21.131
O -8.105 -6.792 23.268
H -6.871 -4.604 22.352
H -8.618 -4.306 22.705
H -7.983 -4.499 21.035
C -8.848 -7.461 17.314
N -7.702 -7.202 16.391
O -7.892 -6.721 15.338
O -6.633 -7.576 16.849
H -9.771 -7.249 16.794
H -8.760 -6.843 18.230
H -8.817 -8.564 17.522
C -6.297 -2.151 18.545
N -5.131 -1.907 17.669
O -4.321 -2.718 17.398
O -5.069 -0.754 17.165
H -7.003 -1.327 18.464
H -5.840 -2.205 19.513
H -6.778 -3.102 18.321
C -8.806 -0.954 20.976
N -7.411 -0.835 21.596
O -7.073 0.232 22.036
O -6.754 -1.853 21.600
H -8.630 -1.417 19.986
H -9.115 0.082 20.831
H -9.478 -1.566 21.590

Mulliken charges in e: 0.408, 0.081, -0.148, -0.255, 0.385, -0.158, -0.518, -0.195, 0.820, -0.634, -0.199, 0.278, -0.209, -0.239, -0.203, 0.112, 1.012, -0.590, -0.619, -0.194, 0.355, -0.029, -0.421, 1.006, -0.602, -0.551, 0.363, -0.044, 0.245, -0.532, 0.889, -0.488, -0.545, 0.221, 0.337, 0.162, -0.552, 0.956, -0.555, -0.561, 0.300, 0.269, 0.126, -0.680, 1.038, -0.604, -0.581, 0.328, 0.104, 0.331, -0.442, 0.947, -0.573, -0.564, 0.210, 0.098, 0.296, -0.511, 1.005, -0.497, -0.631, 0.525, 0.021, 0.000, -0.430, 1.057, -0.589, -0.601, 0.148, 0.102, 0.303, -0.739, 0.949, -0.561, -0.578, 0.266, 0.381, 0.284, -0.209, 0.985, -0.606, -0.553, -0.103, 0.310, 0.082



Density functional theory data (the ωB97M-V functional and the def2-TZVPD basis) for 10 unconnected molecules or ions with the total composition ClH18O9.

For the energy above the lowest of the compared OMol25 structures with the same formula, charge and spin, the calculation gives 47.18 kcal per mole. As for the net charge: -1. The calculation puts the HOMO-LUMO gap at 7.7 eV.

Geometry (Å):
Cl -20.681 -14.591 8.408
O -22.334 -13.646 3.850
H -21.870 -12.846 3.603
H -21.958 -13.891 4.695
O -18.397 -10.584 7.158
H -18.624 -10.078 7.939
H -18.837 -11.425 7.280
O -23.572 -14.665 13.373
H -22.987 -14.773 12.623
H -24.251 -15.329 13.246
O -16.836 -16.119 11.322
H -16.124 -15.859 10.737
H -17.604 -15.658 10.984
O -19.982 -19.613 8.333
H -20.138 -18.809 8.828
H -19.431 -19.341 7.599
O -23.063 -18.104 5.642
H -22.481 -18.820 5.894
H -22.709 -17.337 6.093
O -19.206 -10.008 11.108
H -19.144 -10.864 10.684
H -19.999 -10.062 11.642
O -24.131 -10.433 8.723
H -23.803 -10.350 9.618
H -23.707 -11.221 8.384
O -16.802 -16.891 5.600
H -17.458 -16.272 5.920
H -17.304 -17.540 5.108

Mulliken charges in e: -0.987, -0.650, 0.312, 0.335, -0.661, 0.313, 0.340, -0.654, 0.340, 0.314, -0.654, 0.313, 0.340, -0.651, 0.340, 0.307, -0.653, 0.318, 0.336, -0.647, 0.339, 0.310, -0.650, 0.309, 0.342, -0.649, 0.343, 0.305



Density functional theory data (the ωB97M-V functional and the def2-TZVPD basis) for a molecular structure, C15H29AsF6HgO13S3.

As for the net charge: -2. The calculation puts the HOMO-LUMO gap at 1.9 eV.

Geometry (Å):
Hg 0.003 0.313 -3.428
O -0.936 4.729 -5.199
C 0.258 5.051 -5.580
O 1.194 4.240 -5.521
O 0.600 6.165 -5.877
H -1.476 5.516 -5.296
O -1.723 -1.743 -9.412
C -0.673 -1.169 -8.877
O -0.039 -0.361 -9.566
O -0.341 -1.568 -7.775
H -2.137 -2.307 -8.755
C 5.904 -2.329 -3.039
O 4.855 -1.361 -3.233
H 6.592 -2.206 -2.202
H 5.530 -3.340 -2.877
H 6.540 -2.622 -3.874
As -6.340 -2.797 -4.284
F -5.399 -4.197 -3.673
F -6.795 -2.250 -2.634
F -7.159 -1.378 -5.010
F -6.007 -3.409 -5.951
F -7.889 -3.745 -4.343
F -4.872 -1.790 -4.244
C 6.182 4.504 3.971
C 6.285 2.919 4.208
C 5.499 2.124 3.120
S 4.954 3.408 1.898
O 3.599 3.096 1.485
O 5.873 3.646 0.817
C 4.921 4.825 3.122
H 7.033 4.925 3.435
H 6.172 5.158 4.843
H 5.582 2.900 5.040
H 7.280 2.718 4.606
H 4.684 1.486 3.463
H 6.097 1.438 2.520
H 4.036 4.968 3.742
H 5.086 5.778 2.620
C 0.130 -7.913 0.984
C 1.530 -7.268 0.778
C 1.555 -5.960 1.719
S -0.113 -5.152 1.592
O -0.164 -4.263 0.436
O -0.497 -4.668 2.882
C -0.979 -6.838 1.250
H 0.280 -8.660 1.763
H -0.108 -8.408 0.043
H 1.845 -7.036 -0.239
H 2.380 -7.794 1.213
H 2.128 -5.034 1.721
H 1.667 -6.083 2.796
H -1.974 -6.778 0.807
H -1.267 -7.120 2.263
C -4.507 4.348 4.641
C -5.319 3.068 4.319
C -5.659 3.287 2.833
S -4.220 3.892 1.945
O -4.768 5.070 1.169
O -3.421 2.766 1.309
C -3.427 4.521 3.582
H -4.002 4.471 5.599
H -5.263 5.119 4.493
H -6.242 3.032 4.898
H -4.779 2.143 4.520
H -6.220 4.215 2.938
H -6.104 2.482 2.247
H -2.818 5.410 3.422
H -2.637 3.816 3.840

Mulliken charges in e: 0.135, -0.408, 0.758, -0.510, -0.549, 0.317, -0.466, 0.779, -0.572, -0.540, 0.336, -0.568, -0.429, 0.233, 0.238, 0.250, 1.997, -0.495, -0.502, -0.493, -0.507, -0.516, -0.485, -0.767, -0.582, -0.592, 1.031, -0.625, -0.600, -0.654, 0.321, 0.405, 0.214, 0.390, 0.379, 0.341, 0.360, 0.379, -0.586, -0.562, -0.803, 0.996, -0.567, -0.625, -0.658, 0.338, 0.250, 0.335, 0.328, 0.459, 0.353, 0.480, 0.262, -0.650, -0.506, -0.686, 0.978, -0.630, -0.590, -0.694, 0.319, 0.306, 0.278, 0.323, 0.344, 0.422, 0.441, 0.342



Density functional theory data (the ωB97M-V functional and the def2-TZVPD basis) for 2 unconnected molecules or ions with the total composition CH4FN.

For the energy above the lowest of the compared OMol25 structures with the same formula, charge and spin, the calculation gives 19.96 kcal per mole. Its SMILES is C=N.F. The calculation puts the HOMO-LUMO gap at 11.4 eV.

Geometry (Å):
C 0.534 -0.542 -0.367
N -0.398 0.272 -0.237
H 0.781 -1.211 0.490
H 1.174 -1.070 -1.189
H -0.737 0.861 -0.963
F -1.191 1.746 2.340
H -0.641 1.376 1.629

Mulliken charges in e: -0.139, -0.470, 0.198, 0.220, 0.206, -0.434, 0.418



Repeat the second record exactly.
Density functional theory data (the ωB97M-V functional and the def2-TZVPD basis) for 10 unconnected molecules or ions with the total composition ClH18O9.

For the energy above the lowest of the compared OMol25 structures with the same formula, charge and spin, the calculation gives 47.18 kcal per mole. As for the net charge: -1. The calculation puts the HOMO-LUMO gap at 7.7 eV.

Geometry (Å):
Cl -20.681 -14.591 8.408
O -22.334 -13.646 3.850
H -21.870 -12.846 3.603
H -21.958 -13.891 4.695
O -18.397 -10.584 7.158
H -18.624 -10.078 7.939
H -18.837 -11.425 7.280
O -23.572 -14.665 13.373
H -22.987 -14.773 12.623
H -24.251 -15.329 13.246
O -16.836 -16.119 11.322
H -16.124 -15.859 10.737
H -17.604 -15.658 10.984
O -19.982 -19.613 8.333
H -20.138 -18.809 8.828
H -19.431 -19.341 7.599
O -23.063 -18.104 5.642
H -22.481 -18.820 5.894
H -22.709 -17.337 6.093
O -19.206 -10.008 11.108
H -19.144 -10.864 10.684
H -19.999 -10.062 11.642
O -24.131 -10.433 8.723
H -23.803 -10.350 9.618
H -23.707 -11.221 8.384
O -16.802 -16.891 5.600
H -17.458 -16.272 5.920
H -17.304 -17.540 5.108

Mulliken charges in e: -0.987, -0.650, 0.312, 0.335, -0.661, 0.313, 0.340, -0.654, 0.340, 0.314, -0.654, 0.313, 0.340, -0.651, 0.340, 0.307, -0.653, 0.318, 0.336, -0.647, 0.339, 0.310, -0.650, 0.309, 0.342, -0.649, 0.343, 0.305